(1)
ORCA calculation (wB97M-V/def2-TZVPD) on a single C20H24N2O6 molecule.

The geometry in XYZ format:
```
52
C20H24N2O6 wB97M-V/def2-TZVPD
H 6.0081 -2.5406 -1.4962
C -0.2148 1.5675 1.1961
H 1.6317 -3.3476 -0.0171
O -4.8335 -0.9868 -0.0340
O 0.4341 2.7075 0.8574
C 1.8071 -2.8836 0.9592
H -6.8898 -1.1233 -0.0053
C 2.8691 2.3461 0.7224
C 5.3692 -1.7919 -1.0514
O -5.6066 0.6397 -1.3619
H 5.1217 1.5366 -0.5947
H 2.0758 0.5373 1.2220
H -4.8054 2.6014 -2.0258
C -1.4878 1.4738 0.5225
C -5.9618 -3.0232 0.4906
H 7.4801 0.7445 -1.2568
H -2.4096 -1.6500 0.6180
H -1.4151 3.3180 -0.4944
C 3.3715 -1.2613 0.1741
C -6.0228 -1.7276 -0.2965
C -2.3568 -0.8027 1.2990
C -3.1367 2.1566 -0.8178
H -5.0936 -3.6035 0.1902
H 7.6223 -0.8444 -2.0253
H 1.8008 4.0488 1.4946
H -6.8598 -3.6055 0.3058
H -6.0927 -1.9178 -1.3739
H 2.5483 -3.4694 1.5126
N 2.8351 0.9987 0.7237
C 5.7133 -0.4539 -1.1313
H 3.9712 -3.2480 -0.3644
C 4.2089 -2.1968 -0.4060
H -5.8872 -2.8125 1.5540
H 1.6649 2.5726 2.5127
O 0.2482 0.7563 1.9719
H -3.2682 3.2375 -2.6414
C -4.7384 0.2074 -0.6349
C 1.6834 2.9639 1.4889
C 4.8741 0.4892 -0.5460
O 2.2018 -1.5422 0.8293
H 0.8743 -2.8579 1.5203
C 6.9543 -0.0065 -1.8423
C 3.7154 0.1039 0.1043
C -3.4931 0.9033 -0.3129
H 6.6948 0.4418 -2.8012
O 3.7113 3.0466 0.2031
H -4.0546 4.0182 -1.2682
C -3.8613 3.0576 -1.7450
C -2.4440 0.4680 0.5390
N -1.9377 2.4765 -0.3084
H -3.1951 -0.8873 1.9876
H -1.4243 -0.8347 1.8539
```

Computed properties:
energy relative to the best compared isomer or geometry (same formula, charge and spin): 0.099 eV
energy: -36396.308 eV
LUMO level: 0.622 eV
HOMO-LUMO gap: 8.60 eV
structure (SMILES): CCOC(=O)c1c(C)[nH]c(C(=O)OCC(=O)Nc2cc(C)ccc2OC)c1C
charge: 0

(2)
ORCA calculation (wB97M-V/def2-TZVPD) on a single C20H24N6O3 molecule in a non-equilibrium geometry.

The geometry in XYZ format:
```
53
C20H24N6O3 wB97M-V/def2-TZVPD
C -4.3361 2.8114 -1.3456
C -1.6781 -3.4162 0.2948
H -3.8831 3.7266 -0.9484
C -2.2264 -0.3948 0.6182
H 2.9284 -1.1384 -2.2999
H -0.5345 -4.6213 -1.0114
H 1.7945 -0.2100 3.7659
H 0.9511 -5.1518 1.0141
H 0.1152 -1.4645 2.5541
H -2.3924 -0.0750 2.7038
H 2.2346 0.0405 2.1046
N -3.3856 1.6978 -1.2652
H -0.0424 2.9285 -1.0485
C -2.1990 -2.1553 2.4518
C 3.1688 1.9476 -0.8056
H -3.2774 -2.2788 2.3765
C -1.3900 0.3013 -1.6511
H -4.5527 3.0150 -2.3910
C 0.2270 0.5942 2.5290
H 5.3306 -1.0574 -1.8873
H 5.0091 2.8071 0.0034
H 0.4277 -0.6654 -2.2205
C 1.6929 0.4863 2.9350
N -0.6393 -4.2499 -0.0694
C 4.5328 1.9763 -0.5508
H -0.3806 0.3381 0.2619
H -2.4281 -2.9949 -0.3665
C 1.1073 1.1452 -1.6039
C 4.7447 -0.1926 -1.6212
C 0.1071 -4.5311 1.0010
C 0.0294 0.3307 -2.2637
C -1.8148 -0.7376 2.0868
O -0.2826 1.6895 2.3311
C 5.3245 0.9161 -1.0143
N -0.3040 -3.7871 2.0442
N -0.3984 -0.5876 2.4321
N -1.2870 0.1147 -0.1782
C 0.9240 2.3811 -1.0621
O -3.3323 -0.7136 0.2009
N 2.1600 2.8494 -0.5620
H 2.2373 3.6624 0.0417
H -1.9317 -0.6061 -2.0241
H -5.2567 2.5391 -0.8177
C 3.3561 -0.2661 -1.8089
H 0.0065 0.5907 -3.2867
H 2.0933 1.4395 3.2008
C -2.3152 1.4973 -2.0442
C -1.4984 -3.2042 1.6482
H 6.3787 0.9618 -0.8380
O -2.0716 2.2297 -2.9969
H -3.6402 0.9620 -0.6338
H -1.9424 -2.3226 3.4779
C 2.5393 0.8424 -1.4611
```

Computed properties:
energy relative to the best compared isomer or geometry (same formula, charge and spin): 1.202 eV
energy: -36214.586 eV
LUMO level: 0.409 eV
HOMO-LUMO gap: 8.42 eV
structure (SMILES): CNC(=O)[C@@H](Cc1c[nH]c2ccccc12)NC(=O)[C@@H](Cc1c[nH]cn1)NC(C)=O
charge: 0

(3)
ORCA calculation (wB97M-V/def2-TZVPD) on C20H24NO4PY as an isolated structure.

The geometry in XYZ format:
```
51
C20H24NO4PY wB97M-V/def2-TZVPD
C 4.6551 -1.9900 -1.3544
H -2.2941 1.2049 1.8230
H -3.4248 2.0440 -0.8466
Y -0.6272 -0.2668 -0.1135
O 1.1394 1.1264 -0.4786
C -1.5304 -3.1751 -5.3691
C -0.0659 -2.6388 0.4098
C 5.1669 -1.6980 -2.6095
H -0.3030 -4.2606 -0.9894
H -1.3110 -4.8372 -6.6988
H 3.5455 3.0203 -1.0436
H 4.7005 -1.3676 -4.6788
O -2.5676 -0.5099 -1.2925
O 0.7451 -1.7942 0.9180
C 4.3096 -1.5946 -3.6964
C 2.4314 -2.0988 -2.2737
C 2.1814 1.6788 -0.1188
H -4.8021 -1.5404 -1.1626
H 0.6141 -5.7947 -5.4678
C 0.4474 -3.5338 -0.6853
C -0.9347 -4.3419 -5.8137
C 3.1151 0.9981 0.8180
H -5.5168 -0.2597 -0.2226
H -2.3708 -2.7534 -5.9030
C -2.1058 1.4095 0.7607
H 3.9961 0.6935 0.2461
H -1.7340 2.4368 0.7243
H 2.6510 0.1157 1.2528
H 1.3940 -4.0147 -0.4466
C 0.6288 -4.2455 -3.9950
H 3.4637 1.6855 1.5883
H 2.9040 -2.3945 -0.1948
C -3.5620 -0.0068 -0.7109
H 2.2957 -1.7176 -4.3923
P 0.6352 -2.2509 -2.0514
H -4.3263 1.5537 0.5622
O -1.3020 -2.4284 0.5022
C 2.5330 3.0263 -0.6389
C 0.0299 -3.0633 -3.5442
C -3.4301 1.3216 -0.0207
N -4.7209 -0.6506 -0.6963
H 5.3154 -2.0790 -0.5013
H -1.5342 -1.6282 -3.8854
C -1.0518 -2.5362 -4.2322
C 3.2936 -2.1831 -1.1828
H 1.4802 -4.6615 -3.4691
H 2.5399 3.7283 0.1984
H 1.8160 3.3459 -1.3892
H 6.2307 -1.5573 -2.7412
C 0.1476 -4.8821 -5.1241
C 2.9487 -1.7925 -3.5316
```

Computed properties:
energy relative to the best compared isomer or geometry (same formula, charge and spin): 0.000 eV
energy: -41139.979 eV
LUMO level: -2.744 eV
HOMO-LUMO gap: 8.28 eV
charge: +1

(4)
ORCA calculation (wB97M-V/def2-TZVPD) on a 2-piece molecular cluster, C20H24O4 overall in a non-equilibrium geometry.

The geometry in XYZ format:
```
48
C20H24O4 wB97M-V/def2-TZVPD
H -1.8683 -2.4556 -1.2677
C 3.6288 1.1122 1.8831
H -1.3024 0.9915 2.1038
O 0.9796 2.1531 2.4838
C -1.2640 1.1965 -0.0129
C 5.3256 0.7500 -0.5979
C -6.7878 -1.7645 0.9372
H -8.6962 -2.0027 1.8849
H 1.4476 1.1550 -3.0587
C 1.0822 1.3514 -0.9558
H -7.4758 -2.0825 -1.0681
H 2.8976 1.2633 2.6648
C -2.6921 0.8568 -0.2964
H -3.2802 1.0649 0.5963
H 5.6054 0.4627 -1.6131
C 5.9512 -0.2902 0.3356
H 7.6949 -0.0526 -0.9661
O -0.8259 2.0238 -2.1820
H 5.3555 -1.2015 0.3648
H -6.0087 -2.9850 -0.6346
C -0.7320 1.2115 1.2105
H -8.5742 -0.5838 0.8371
C 3.8218 0.9374 -0.6235
C 0.6821 1.6067 1.4436
H 8.0970 -0.2556 0.7194
O -5.6898 -1.5275 1.3837
H -3.4694 -1.1943 0.1033
C 1.6434 1.3441 0.3261
H -1.0994 -0.8760 -1.9418
C 1.8795 1.1544 -2.0686
H 4.1198 0.1589 2.0644
H -7.5963 -3.5033 -0.0219
C -0.3765 1.5726 -1.1501
C -8.0368 -1.1948 1.5641
C 7.4117 -0.5867 -0.0595
H 5.8094 1.7169 -0.4279
O -3.1388 -0.9635 -1.9697
H 5.9747 0.1150 1.3442
C 3.0153 1.1310 0.5115
H 7.5804 -1.6510 -0.2055
H -3.0666 1.4274 -1.1439
H 3.8603 0.8003 -2.7545
C -1.8473 -1.3779 -1.3466
H 4.3794 1.8983 1.9836
C -2.9018 -0.6317 -0.6397
C 3.2325 0.9514 -1.8861
H -7.7695 -0.5839 2.4227
C -6.9761 -2.6422 -0.2760
```

Computed properties:
energy relative to the best compared isomer or geometry (same formula, charge and spin): 1.945 eV
energy: -29317.591 eV
LUMO level: -0.698 eV
HOMO-LUMO gap: 8.60 eV
structure (SMILES): CCCc1ccc2c(c1C)C(=O)C=C(C[C@@H]1CO1)C2=O.CC(C)=O
charge: 0